[1]
38
Properties=species:S:1:pos:R:3:lowdin_charge:R:1 method="wB97M-V/def2-TZVPD" total_charge=-2 mol_weight_g_mol=524.1 homo_lumo_gap_ev=4.7 e_homo_ev=-0.03
O 3.718 1.767 -1.205 0.134
C 3.058 0.919 -1.707 -0.502
O 2.367 1.213 -2.885 0.043
C 2.921 -0.525 -1.266 -0.116
C 1.534 -1.195 -1.405 -0.316
C 0.864 -1.561 -0.077 -0.289
In 0.290 0.029 1.379 0.812
C -0.437 -0.932 3.226 -0.266
C -0.137 0.107 4.301 -0.395
O -0.787 1.355 4.004 -0.125
C 2.009 1.303 2.055 -0.801
O 2.954 0.537 2.345 -0.146
O 1.883 2.529 2.232 -0.130
S -1.904 1.260 0.526 0.653
O -1.705 2.705 0.572 -0.420
O -3.162 0.754 1.087 -0.444
C -2.313 1.094 -1.356 -0.487
F -3.152 2.097 -1.684 0.080
F -1.169 1.258 -2.082 0.063
C -2.980 -0.241 -1.819 -0.378
F -4.298 -0.053 -2.061 0.129
F -2.862 -1.195 -0.883 0.134
C -2.415 -0.862 -3.121 -0.536
F -2.376 0.038 -4.116 0.160
F -1.193 -1.369 -2.954 0.170
F -3.219 -1.864 -3.527 0.146
H 2.508 0.494 -3.514 0.094
H 3.614 -1.047 -1.950 0.115
H 3.323 -0.588 -0.249 0.115
H 1.678 -2.121 -1.991 0.089
H 0.899 -0.555 -2.022 0.069
H 1.554 -2.205 0.490 0.034
H -0.017 -2.177 -0.308 0.018
H 0.096 -1.869 3.437 0.027
H -1.510 -1.161 3.186 0.027
H 0.948 0.274 4.334 0.090
H -0.469 -0.192 5.309 0.090
H -0.113 1.980 3.697 0.058

[2]
24
Properties=species:S:1:pos:R:3:lowdin_charge:R:1 method="wB97M-V/def2-TZVPD" mol_weight_g_mol=165.2 homo_lumo_gap_ev=9.6 e_homo_ev=-8.76 relative_energy_kj_mol=175.6
C -3.722 0.429 -0.401 -0.076
C -2.874 -0.005 -1.410 -0.089
C -3.244 0.664 0.893 -0.091
C -1.602 -0.299 -1.088 -0.093
C -1.925 0.395 1.184 -0.035
C -1.064 -0.022 0.116 -0.175
C 2.675 0.037 -1.167 -0.330
C 0.378 -0.436 0.316 -0.255
C 3.087 1.508 -1.091 -0.038
C 0.779 -1.317 1.456 -0.032
N 1.252 -0.106 -0.620 0.123
F 3.641 -0.695 -0.405 -0.085
H -4.641 0.632 -0.784 0.067
H -3.205 -0.333 -2.395 0.113
H -3.854 1.177 1.693 0.122
H -0.964 -0.841 -1.850 0.139
H -1.592 0.462 2.263 0.126
H 2.647 -0.544 -2.154 0.157
H 3.552 1.762 -0.071 0.117
H 2.261 2.107 -1.352 0.054
H 3.804 1.485 -1.907 0.070
H 1.799 -1.384 1.600 0.043
H 0.409 -2.358 1.454 0.098
H 0.373 -1.046 2.430 0.070

[3]
26
Properties=species:S:1:pos:R:3:lowdin_charge:R:1 method="wB97M-V/def2-TZVPD" smiles="CC[C@@](O)(F)NC(=O)c1ccccc1" mol_weight_g_mol=197.2 homo_lumo_gap_ev=9.4 e_homo_ev=-9.77 relative_energy_kj_mol=15.1
C 4.169 0.496 0.097 -0.030
C 3.723 -0.373 -0.942 -0.053
C 3.225 1.327 0.776 -0.089
C 2.352 -0.490 -1.141 0.004
C 1.915 1.311 0.465 -0.039
C 1.415 0.283 -0.374 -0.099
C 0.027 0.074 -0.721 -0.443
C -2.036 -1.261 0.959 -0.059
C -2.909 -0.439 -0.013 -0.119
C -2.264 0.851 -0.478 -0.487
N -0.857 0.965 -0.140 0.170
O -0.462 -0.745 -1.485 0.064
O -2.504 0.930 -1.990 -0.024
F -2.882 1.924 0.060 0.089
H 5.222 0.737 0.125 0.097
H 4.368 -1.019 -1.438 0.081
H 3.466 2.005 1.567 0.099
H 2.059 -1.413 -1.575 0.110
H 1.366 1.959 1.152 0.119
H -2.094 -0.825 2.038 0.123
H -1.059 -1.320 0.549 0.040
H -2.374 -2.186 1.073 0.019
H -3.137 -1.013 -0.882 0.111
H -3.780 -0.202 0.523 0.101
H -0.726 1.837 0.270 0.122
H -1.678 0.466 -2.337 0.093

[4]
32
Properties=species:S:1:pos:R:3:lowdin_charge:R:1 method="wB97M-V/def2-TZVPD" total_charge=+4 mol_weight_g_mol=817.3 homo_lumo_gap_ev="4.3 / 4.0" e_homo_ev="-22.03 / -22.04" relative_energy_kj_mol=329.2
I 1.644 -3.869 0.807 0.650
I 1.881 3.861 0.778 1.007
Tl 0.318 1.611 1.021 0.354
In 0.489 -1.498 0.948 0.136
S 1.585 0.026 -0.767 0.758
C -1.636 -1.891 -0.311 0.027
C -1.265 -2.213 2.692 -0.002
C 0.726 0.000 -2.387 -0.828
C 1.568 1.122 -2.991 -0.101
C -0.774 0.279 -2.530 -0.045
C 1.111 -1.391 -2.877 -0.061
C -0.872 2.234 2.869 -0.044
C -1.583 2.015 -0.033 0.001
O -1.793 -2.623 3.640 0.251
O -2.413 -2.404 -0.976 0.248
O -1.395 2.604 3.841 0.311
O -2.336 2.677 -0.603 0.295
H 1.317 1.198 -4.047 0.138
H 2.634 0.879 -2.862 0.103
H 1.368 2.077 -2.477 0.086
H -1.126 -0.336 -3.378 0.139
H -0.938 1.335 -2.807 0.112
H -1.394 0.015 -1.669 0.023
H 0.883 -1.429 -3.948 0.144
H 0.564 -2.183 -2.348 0.086
H 2.188 -1.547 -2.714 0.109
C 0.255 -0.127 4.120 0.025
C -0.594 0.078 2.911 -0.475
O -1.841 -0.020 2.882 0.097
H 1.290 -0.534 3.871 0.146
H -0.273 -0.852 4.785 0.153
H 0.411 0.907 4.560 0.154